# 1
This record from OMol25 describes a cluster of 2 separate species, C2H3NOS2 in total at a distorted geometry. The level of theory is ωB97M-V with the def2-TZVPD basis set.

Calculated values
Total energy ... -1004.19146 Eh
Energy above the lowest of the compared OMol25 structures with the same formula, charge and spin ... 2.2931 eV
LUMO energy (spin up / spin down) ... 0.17 / -2.08 eV
HOMO level (spin up / spin down) ... -5.840 / -7.916 eV
Spin multiplicity ... 3
Orbital gap (spin up / spin down) ... 6.01 / 5.84 eV

Positions of all 9 atoms, in Å:
C: -0.934 -0.420 -0.340
C: 1.391 -0.967 -0.680
N: -0.723 0.453 0.577
O: -1.691 -0.975 -1.041
S: 2.307 0.491 -1.122
S: 2.177 -0.334 0.775
H: 1.711 -1.923 -1.072
H: 0.240 0.544 0.942
H: -1.464 1.014 0.978

***

# 2
This record from OMol25 describes a cluster of 2 separate species, C5H11N2O in total at a distorted geometry. The level of theory is ωB97M-V with the def2-TZVPD basis set.

Calculated values
Total energy ... -381.58078 Eh
Energy above the lowest of the compared OMol25 structures with the same formula, charge and spin ... 2.2634 eV
Charge ... +1
LUMO energy ... -4.78 eV
HOMO level ... -14.081 eV
Orbital gap ... 9.30 eV

Positions of all 19 atoms, in Å:
C: -0.168 0.111 -1.332
N: -0.663 -0.009 -2.575
C: -1.515 -1.105 -3.010
O: -0.522 -0.596 -0.367
H: 0.584 0.917 -1.135
H: -0.643 0.825 -3.125
H: -1.846 -1.734 -2.201
H: -1.031 -1.711 -3.780
H: -2.430 -0.639 -3.454
C: 1.337 0.261 2.645
C: 1.664 -1.061 2.829
C: -0.028 1.823 1.381
N: 0.472 0.633 1.578
H: 1.624 1.094 3.274
H: 1.164 -1.848 2.194
H: 2.268 -1.404 3.609
H: -0.600 2.007 0.458
H: 0.169 2.575 2.152
H: 0.164 -0.137 0.859

***

# 3
This record from OMol25 describes a cluster of 3 separate species, C2H7BrN2 in total at a distorted geometry. The level of theory is ωB97M-V with the def2-TZVPD basis set.

Calculated values
Total energy ... -2763.75044 Eh
Energy above the lowest of the compared OMol25 structures with the same formula, charge and spin ... 2.7393 eV
LUMO energy ... 0.88 eV
HOMO level ... -7.980 eV
Orbital gap ... 8.86 eV

Positions of all 12 atoms, in Å:
C: -0.384 -1.205 1.064
C: 1.293 0.292 0.202
N: -0.852 0.790 -0.031
N: -0.064 -0.080 0.491
Br: -2.624 0.460 0.254
H: -1.421 -1.621 1.203
H: 0.381 -1.815 1.371
H: -0.606 1.334 -2.672
H: 1.269 1.381 0.681
H: 1.939 -0.393 0.763
H: 1.424 0.328 -0.924
H: -0.356 0.529 -2.403

***

# 4
This record from OMol25 describes a structure of composition C26H34NO2Os at a distorted geometry. The level of theory is ωB97M-V with the def2-TZVPD basis set.

Calculated values
Total energy ... -1306.43951 Eh
Charge ... +1
LUMO energy (spin up / spin down) ... -3.00 / -5.26 eV
HOMO level (spin up / spin down) ... -7.409 / -10.499 eV
Spin multiplicity ... 5
Orbital gap (spin up / spin down) ... 4.41 / 5.24 eV

Positions of all 64 atoms, in Å:
C: -2.759 0.628 -0.804
C: -1.703 1.491 -1.188
C: -0.776 0.696 -1.943
H: -1.674 2.576 -1.037
C: -1.215 -0.671 -1.936
C: -2.445 -0.711 -1.226
H: -0.748 -1.532 -2.414
C: -1.415 0.456 2.500
C: -1.212 1.632 1.705
C: 0.193 1.747 1.476
H: -1.975 2.369 1.441
C: 0.817 0.574 2.034
C: -0.198 -0.261 2.581
H: 0.044 1.087 -2.533
H: -2.963 -1.625 -0.911
H: -3.574 0.966 -0.138
H: -0.057 -1.242 3.075
H: 0.696 2.601 1.022
H: -2.341 0.050 2.873
Os: -0.637 0.105 0.191
C: 2.312 0.301 2.140
C: 2.697 0.134 3.612
C: 3.125 1.434 1.508
H: 2.303 0.966 4.208
H: 3.789 0.128 3.706
H: 2.306 -0.805 4.024
H: 3.099 2.317 2.159
H: 2.735 1.711 0.517
H: 4.165 1.104 1.404
C: 2.587 -1.037 1.409
C: 2.353 -0.939 -0.065
H: 1.916 -1.828 1.802
H: 3.618 -1.342 1.630
O: 1.284 -0.441 -0.559
N: 3.284 -1.424 -0.898
C: 3.064 -1.804 -2.329
H: 4.256 -1.331 -0.595
C: 2.872 -0.625 -3.233
C: 1.952 -0.670 -4.294
H: 1.339 -1.565 -4.459
C: 1.810 0.428 -5.145
H: 1.091 0.381 -5.968
C: 2.592 1.577 -4.955
H: 2.483 2.433 -5.626
C: 3.516 1.614 -3.908
H: 4.136 2.499 -3.746
C: 3.663 0.512 -3.056
H: 4.390 0.541 -2.240
H: 2.206 -2.488 -2.376
H: 3.961 -2.366 -2.610
C: -4.497 0.676 2.163
C: -3.980 -0.637 1.523
C: -3.796 -1.814 2.424
C: -4.925 -1.046 0.433
O: -2.619 -0.602 1.050
H: -5.467 0.378 2.532
H: -4.679 1.524 1.486
H: -3.977 1.090 3.037
H: -4.783 -2.033 2.757
H: -3.407 -2.668 1.862
H: -3.163 -1.702 3.306
H: -5.118 -0.347 -0.381
H: -4.700 -2.024 0.018
H: -5.852 -1.150 0.962

***

# 5
This record from OMol25 describes a cluster of 9 separate species, C36H62O18 in total at a distorted geometry. The level of theory is ωB97M-V with the def2-TZVPD basis set.

Calculated values
SMILES string ... O=C1CCCO1.O=C1CCCO1.O=C1CCCO1.O=C1CCCO1.O=C1CCCO1.O=C1CCCO1.O=C1CCCO1.COCCOC.COCCOC
Total energy ... -2763.17570 Eh
Energy above the lowest of the compared OMol25 structures with the same formula, charge and spin ... 5.7668 eV
LUMO energy ... 0.56 eV
HOMO level ... -9.383 eV
Orbital gap ... 9.94 eV

Positions of all 116 atoms, in Å:
C: 1.866 7.182 -2.840
O: 0.864 6.395 -2.244
C: 0.473 6.891 -1.010
C: -0.700 6.005 -0.539
O: -1.782 6.245 -1.393
C: -2.892 5.453 -1.097
H: 1.368 8.066 -3.374
H: 2.563 6.667 -3.463
H: 2.377 7.686 -2.011
H: 0.047 7.970 -1.139
H: 1.238 6.825 -0.234
H: -0.907 6.250 0.536
H: -0.357 4.970 -0.634
H: -3.694 5.778 -1.845
H: -3.215 5.654 -0.137
H: -2.855 4.419 -1.313
C: -1.159 -6.010 3.429
O: -2.246 -5.103 3.446
C: -1.679 -4.027 2.646
C: -2.660 -2.856 2.406
O: -2.957 -2.154 3.617
C: -4.062 -2.684 4.358
H: -0.942 -6.250 2.410
H: -1.451 -6.812 4.049
H: -0.191 -5.566 3.772
H: -1.380 -4.402 1.642
H: -0.739 -3.720 3.245
H: -3.502 -3.259 1.901
H: -2.187 -2.118 1.806
H: -4.808 -3.006 3.690
H: -4.490 -1.842 4.922
H: -3.769 -3.535 4.959
O: -1.418 0.790 -4.712
C: -1.009 1.833 -4.340
O: 0.239 1.918 -3.842
C: 0.342 3.169 -3.132
C: -0.632 4.130 -3.732
C: -1.730 3.201 -4.119
H: 1.374 3.478 -3.073
H: 0.000 2.939 -2.173
H: -0.094 4.542 -4.590
H: -0.850 5.051 -3.066
H: -2.262 3.514 -5.089
H: -2.573 3.157 -3.361
O: 1.042 -0.869 3.554
C: 0.211 -0.069 3.293
O: -0.501 -0.182 2.136
C: -1.439 0.935 1.982
C: -1.324 1.781 3.234
C: -0.205 1.085 4.080
H: -2.434 0.529 1.969
H: -1.116 1.411 1.047
H: -2.215 1.757 3.728
H: -1.090 2.830 3.050
H: -0.577 0.834 5.084
H: 0.719 1.692 4.168
O: 1.587 1.949 1.690
C: 2.599 1.415 1.403
O: 2.862 0.884 0.137
C: 4.237 0.418 0.104
C: 4.990 1.088 1.246
C: 3.822 1.314 2.219
H: 4.763 0.765 -0.789
H: 4.189 -0.643 0.168
H: 5.529 2.051 1.004
H: 5.758 0.394 1.646
H: 3.987 2.094 2.937
H: 3.559 0.447 2.858
O: -3.091 2.274 -0.652
C: -3.483 1.213 -1.098
O: -3.391 0.998 -2.421
C: -3.863 -0.342 -2.808
C: -4.714 -0.773 -1.651
C: -4.141 0.041 -0.479
H: -3.057 -1.034 -3.033
H: -4.452 -0.247 -3.672
H: -4.567 -1.855 -1.465
H: -5.795 -0.547 -1.838
H: -3.309 -0.582 -0.071
H: -4.921 0.280 0.242
O: 5.377 -2.087 1.911
C: 5.298 -2.493 3.041
O: 6.404 -2.569 3.817
C: 6.019 -3.025 5.130
C: 4.543 -2.495 5.258
C: 4.084 -2.841 3.872
H: 6.668 -2.571 5.869
H: 5.977 -4.052 5.167
H: 4.565 -1.429 5.420
H: 4.009 -2.858 6.110
H: 3.137 -2.289 3.630
H: 3.872 -3.910 3.701
O: -1.685 -1.446 -0.684
C: -0.477 -1.514 -0.709
O: 0.156 -2.269 0.216
C: 1.548 -2.310 -0.036
C: 1.699 -1.923 -1.508
C: 0.519 -0.955 -1.632
H: 1.879 -3.337 0.254
H: 2.119 -1.573 0.596
H: 1.551 -2.760 -2.192
H: 2.673 -1.532 -1.750
H: 0.041 -0.827 -2.628
H: 0.887 -0.035 -1.183
O: 0.921 -5.916 -5.335
C: 0.241 -4.954 -5.143
O: 0.801 -3.753 -4.968
C: -0.242 -2.726 -4.953
C: -1.515 -3.460 -4.484
C: -1.267 -4.856 -5.057
H: -0.357 -2.454 -6.071
H: 0.174 -1.850 -4.437
H: -2.434 -2.915 -4.700
H: -1.432 -3.590 -3.377
H: -1.834 -4.894 -6.000
H: -1.645 -5.704 -4.479

***

# 6
This record from OMol25 describes a structure of composition C39H55BBrEuN14O5S at a distorted geometry. The level of theory is ωB97M-V with the def2-TZVPD basis set.

Calculated values
Total energy ... -6369.48976 Eh
LUMO energy (spin up / spin down) ... -1.94 / -0.62 eV
HOMO level (spin up / spin down) ... -6.915 / -6.915 eV
Spin multiplicity ... 7
Orbital gap (spin up / spin down) ... 4.97 / 6.30 eV

Positions of all 117 atoms, in Å:
Eu: 0.982 0.880 0.542
N: -1.171 0.628 -0.873
C: -2.405 1.265 -0.284
C: -2.698 0.575 0.999
N: -1.515 0.317 1.808
C: -1.559 -1.121 2.213
C: -0.244 -1.820 2.080
N: 0.352 -1.542 0.780
C: -1.474 1.302 2.928
C: -0.189 1.258 3.730
N: 1.017 1.658 2.956
H: -0.947 1.105 -1.727
H: -1.326 -0.373 -1.037
H: -3.285 1.198 -0.936
H: -2.231 2.321 -0.126
H: -3.203 -0.361 0.781
H: -3.420 1.150 1.580
H: -2.275 -1.572 1.572
H: -1.934 -1.227 3.246
H: -0.406 -2.870 2.247
H: 0.465 -1.444 2.855
H: -0.295 -1.849 0.036
H: 1.171 -2.119 0.633
H: -2.334 1.185 3.587
H: -1.574 2.284 2.475
H: -0.034 0.238 4.099
H: -0.301 1.934 4.606
H: 1.837 1.409 3.493
H: 0.971 2.645 2.850
C: 3.633 5.765 0.665
C: 3.178 4.364 0.870
C: 3.574 3.918 2.262
C: 3.617 3.393 -0.191
C: 4.548 3.508 -1.243
C: 4.563 2.256 -1.859
N: 3.701 1.481 -1.232
N: 3.110 2.155 -0.206
B: 3.616 -0.058 -1.228
N: 3.949 -0.571 0.178
C: 5.010 -1.295 0.530
C: 4.938 -1.601 1.885
C: 3.754 -1.003 2.284
N: 3.125 -0.414 1.278
C: 3.203 -1.099 3.683
C: 2.708 -2.555 3.901
C: 4.249 -0.678 4.701
N: 2.100 -0.438 -1.492
C: 1.483 -0.036 -2.682
C: 0.940 -1.149 -3.267
C: 1.265 -2.249 -2.405
N: 1.946 -1.819 -1.381
C: 0.996 -3.699 -2.600
C: 1.839 -4.233 -3.740
C: 1.248 -4.484 -1.331
H: 3.224 6.408 1.450
H: 3.311 6.193 -0.280
H: 4.725 5.809 0.691
H: 2.093 4.350 0.902
H: 4.655 4.086 2.373
H: 3.422 2.822 2.377
H: 2.988 4.489 3.014
H: 5.061 4.398 -1.634
H: 5.102 1.879 -2.710
H: 4.348 -0.505 -2.064
H: 5.701 -1.602 -0.207
H: 5.702 -2.100 2.474
H: 2.334 -0.469 3.767
H: 3.547 -3.259 3.883
H: 2.003 -2.837 3.113
H: 2.258 -2.684 4.873
H: 5.102 -1.359 4.629
H: 3.815 -0.746 5.700
H: 4.600 0.340 4.521
H: 1.553 0.989 -3.013
H: 0.345 -1.175 -4.188
H: -0.089 -3.804 -2.868
H: 2.921 -4.100 -3.506
H: 1.639 -3.644 -4.682
H: 1.572 -5.269 -3.920
H: 2.212 -4.252 -0.928
H: 1.155 -5.516 -1.560
H: 0.546 -4.240 -0.543
Br: -2.209 8.145 1.126
C: -1.265 7.011 -0.074
C: -1.030 7.429 -1.361
N: -0.433 6.653 -2.270
C: -0.091 5.423 -1.865
C: -0.301 4.947 -0.608
C: -0.880 5.769 0.352
C: 0.116 3.546 -0.279
O: 0.434 2.767 -1.195
O: 0.067 3.146 0.947
H: -1.361 8.395 -1.669
H: 0.354 4.762 -2.612
H: -1.023 5.457 1.382
O: -8.020 -5.329 0.377
S: -8.940 -4.902 -0.635
O: -9.745 -5.957 -1.178
O: -9.622 -3.649 -0.374
C: -7.895 -4.337 -2.003
N: -8.497 -4.080 -3.165
C: -7.852 -3.467 -4.075
C: -6.523 -3.082 -3.884
C: -5.949 -3.396 -2.655
N: -6.642 -4.033 -1.702
C: -4.552 -3.020 -2.285
C: -3.904 -1.950 -2.925
C: -2.621 -1.628 -2.520
N: -1.962 -2.257 -1.561
C: -2.604 -3.237 -0.922
C: -3.890 -3.643 -1.249
H: -8.349 -3.298 -5.031
H: -5.931 -2.587 -4.677
H: -4.441 -1.380 -3.673
H: -2.139 -0.806 -3.013
H: -2.028 -3.666 -0.121
H: -4.387 -4.461 -0.763

***

# 7
This record from OMol25 describes a cluster of 14 separate species, C4H34O13 in total at a distorted geometry. The level of theory is ωB97M-V with the def2-TZVPD basis set.

Calculated values
Total energy ... -1150.39078 Eh
Energy above the lowest of the compared OMol25 structures with the same formula, charge and spin ... 2.3028 eV
Charge ... +1
LUMO energy (spin up / spin down) ... -4.77 / -9.45 eV
HOMO level (spin up / spin down) ... -12.663 / -12.663 eV
Spin multiplicity ... 2
Orbital gap (spin up / spin down) ... 7.90 / 3.21 eV

Positions of all 51 atoms, in Å:
C: -3.316 -1.243 1.324
C: -2.436 -2.575 1.274
C: -0.873 -2.291 1.503
C: -0.232 -1.381 0.816
H: -4.304 -1.422 0.848
H: -3.599 -1.095 2.377
H: -2.972 -0.310 0.925
H: -2.392 -3.180 0.409
H: -2.785 -3.313 2.061
H: -0.538 -2.916 2.344
H: 0.827 -1.326 0.847
H: -0.545 -0.752 0.134
H: 0.363 -2.855 -0.675
H: 1.462 -4.008 -1.430
O: 0.788 -3.232 -1.548
H: -2.203 1.660 1.036
H: -1.002 1.459 1.697
O: -1.938 1.458 1.945
H: 1.489 2.303 -2.989
H: 0.327 3.034 -3.733
O: 0.424 2.513 -2.903
H: 4.349 0.177 -0.846
H: 3.397 -0.845 -1.402
O: 3.707 0.114 -1.520
H: 2.153 0.463 -3.569
H: 3.011 1.136 -2.398
O: 2.462 1.435 -3.353
H: 1.163 -2.421 -3.988
H: 1.052 -2.042 -2.656
O: 1.537 -1.767 -3.439
H: -2.302 -0.870 -1.985
H: -1.186 -1.215 -2.897
O: -1.591 -1.443 -2.088
H: 1.097 2.975 2.433
H: 2.226 2.183 1.714
O: 1.427 2.062 2.210
H: -0.115 2.824 -1.170
H: 0.020 1.698 -0.465
O: -0.294 2.622 -0.286
H: 2.352 -1.787 -0.031
H: 3.092 -1.578 1.321
O: 3.157 -2.058 0.501
H: -2.629 2.776 0.078
H: -2.583 1.954 -1.281
O: -2.970 1.972 -0.488
H: -0.756 3.918 1.671
H: -0.861 3.632 3.014
O: -0.226 3.997 2.413
H: 0.375 0.295 3.635
H: 1.647 -0.459 4.258
O: 0.741 -0.272 4.351

***

# 8
This record from OMol25 describes a cluster of 2 separate species, C3H10N2O in total at a distorted geometry. The level of theory is ωB97M-V with the def2-TZVPD basis set.

Calculated values
SMILES string ... CC/N=C\N.O
Total energy ... -304.98466 Eh
Energy above the lowest of the compared OMol25 structures with the same formula, charge and spin ... 2.4486 eV
LUMO energy ... 0.85 eV
HOMO level ... -9.063 eV
Orbital gap ... 9.91 eV

Positions of all 16 atoms, in Å:
C: 0.985 -0.297 -0.920
C: 1.246 0.775 0.167
N: -0.481 -1.007 1.662
C: -0.673 0.434 1.555
N: 0.049 1.243 0.778
H: 0.400 0.093 -1.678
H: 0.756 -1.315 -0.532
H: 1.939 -0.632 -1.382
H: 1.519 1.601 -0.535
H: 2.021 0.344 0.918
H: -0.061 -1.571 0.956
H: -0.866 -1.561 2.353
H: -1.551 0.864 2.178
H: -1.172 -0.061 -2.009
H: -2.033 0.978 -1.629
O: -2.076 0.111 -1.882